No. 1
# C4H3N3O

C4H3N3O in the gas phase in a non-equilibrium geometry (ωB97M-V with the def2-TZVPD basis set, the OMol25 dataset).

Its LUMO energy is -0.0864 hartree. The value obtained for the energy above the lowest of the compared OMol25 structures with the same formula, charge and spin is 46.8 kcal/mol. The value obtained for the gap between HOMO and LUMO is 7.75 eV. As for the SMILES: [H]/N=C1/N=CN=CC1=O.

```
11
Properties=species:S:1:pos:R:3:lowdin_charge:R:1
C 0.02 0.17 -1.02 -0.329
C -1.66 -0.70 0.41 -0.173
C 0.26 -0.04 1.52 -0.014
C 0.85 0.30 0.23 -0.316
H 1.33 1.02 -1.94 0.038
H -2.65 -1.17 0.80 0.133
H 0.82 0.24 2.36 0.109
N 0.45 0.64 -2.10 0.225
N -1.38 -0.24 -0.81 0.122
N -0.90 -0.70 1.63 0.093
O 2.06 0.47 0.11 0.113
```



No. 2
# C10H20O5

C10H20O5 in the gas phase in a non-equilibrium geometry (ωB97M-V with the def2-TZVPD basis set, the OMol25 dataset).

Its LUMO energy is 0.0326 hartree. The value obtained for the energy above the lowest of the compared OMol25 structures with the same formula, charge and spin is 77.7 kcal/mol. The value obtained for the gap between HOMO and LUMO is 10.32 eV. As for the SMILES: C1COCCOCCOCCOCCO1.

```
35
Properties=species:S:1:pos:R:3:lowdin_charge:R:1
C -0.33 2.69 0.27 -0.234
C -0.92 1.47 -0.41 -0.209
C -3.12 0.47 -0.61 -0.157
C -2.83 -0.82 0.20 -0.101
C -0.96 -2.20 0.77 -0.226
C 0.55 -2.08 1.06 -0.133
C 1.49 -1.96 -1.17 -0.172
C 1.72 -0.48 -1.11 -0.219
C 2.87 1.14 0.00 -0.181
C 1.74 1.74 0.89 -0.116
H -0.85 2.86 1.20 0.130
H -0.64 3.59 -0.22 0.121
H -0.60 0.61 0.05 0.059
H -0.54 1.42 -1.46 0.159
H -4.16 0.89 -0.49 0.142
H -2.98 0.14 -1.69 0.144
H -3.58 -1.47 -0.07 0.086
H -2.83 -0.88 1.31 0.127
H -1.44 -1.88 1.67 0.087
H -1.28 -3.28 0.66 0.146
H 0.78 -2.57 2.00 0.133
H 0.65 -1.02 1.19 0.084
H 0.57 -2.37 -1.77 0.165
H 2.40 -2.30 -1.55 0.106
H 1.91 0.08 -2.11 0.175
H 0.97 0.03 -0.61 0.033
H 2.84 1.80 -0.88 0.131
H 3.84 1.34 0.44 0.125
H 2.12 2.21 1.80 0.120
H 1.23 0.86 1.25 0.101
O -2.30 1.58 -0.29 -0.127
O -1.56 -1.49 -0.27 -0.158
O 1.47 -2.63 0.07 -0.120
O 2.75 -0.24 -0.21 -0.115
O 1.03 2.76 0.08 -0.105
```



No. 3
# C2H6N2OS

2 unconnected molecules or ions with the total composition C2H6N2OS in a non-equilibrium geometry (ωB97M-V with the def2-TZVPD basis set, the OMol25 dataset).

Its LUMO energy is -0.0169 hartree. The value obtained for the energy above the lowest of the compared OMol25 structures with the same formula, charge and spin is 145.6 kcal/mol. The value obtained for the gap between HOMO and LUMO is 8.46 eV.

```
12
Properties=species:S:1:pos:R:3:lowdin_charge:R:1
C -0.88 -1.15 0.63 -0.085
C -0.24 0.07 -0.14 -0.538
H -0.64 -0.92 1.73 0.095
H -1.90 -1.14 0.33 0.046
H -0.46 -2.11 0.27 0.059
H 1.38 0.97 -0.81 0.060
H 2.15 -0.25 1.91 -0.086
H -1.21 2.80 -1.61 0.307
N 1.03 0.50 0.00 -0.255
N -0.99 0.52 -1.15 -0.030
O -0.27 1.65 -1.83 -0.289
S 2.02 -0.94 0.66 0.717
```



No. 4
# C6H6F3NO5Pb

A molecular structure, C6H6F3NO5Pb in a non-equilibrium geometry (ωB97M-V with the def2-TZVPD basis set, the OMol25 dataset).

Its LUMO energy is -0.4534 hartree. The value obtained for the energy above the lowest of the compared OMol25 structures with the same formula, charge and spin is 0.0 kcal/mol. The value obtained for the gap between HOMO and LUMO is 5.55 eV. Its net charge is +2.

```
22
Properties=species:S:1:pos:R:3:lowdin_charge:R:1
O 2.14 -2.61 0.86 0.131
N 1.14 -2.78 0.24 0.035
O 0.12 -2.07 0.88 -0.092
C -0.60 -1.37 -0.20 -0.280
O -1.97 -1.81 -0.31 0.045
C -2.65 -0.72 -1.02 -0.286
O -3.45 -0.80 -1.95 0.211
C -2.07 0.60 -0.25 -0.032
C -0.50 0.24 -0.25 -0.175
C 0.50 0.98 0.78 -0.228
O 1.32 1.97 0.15 0.056
C 2.54 1.42 -0.35 -0.413
F 2.70 1.97 -1.67 0.125
F 2.55 0.02 -0.51 0.108
F 3.68 1.77 0.40 0.147
H -0.02 -1.68 -1.16 0.191
H -2.67 0.56 0.74 0.058
H -2.25 1.48 -0.97 0.172
H -0.01 0.44 -1.26 0.188
H -0.20 1.57 1.52 -0.036
H 1.09 0.24 1.46 0.149
Pb -1.37 0.58 2.87 1.927
```



No. 5
# C4H4O4

C4H4O4 in the gas phase in a non-equilibrium geometry (ωB97M-V with the def2-TZVPD basis set, the OMol25 dataset).

Its LUMO energy is 0.0179 hartree. The value obtained for the energy above the lowest of the compared OMol25 structures with the same formula, charge and spin is 102.7 kcal/mol. The value obtained for the gap between HOMO and LUMO is 9.18 eV. As for the SMILES: O=C1COC(O)=C1O.

```
12
Properties=species:S:1:pos:R:3:lowdin_charge:R:1
C 0.75 0.72 -0.35 -0.353
C -0.15 -0.36 -0.73 -0.150
C -0.80 -0.57 0.59 -0.258
C -0.20 0.37 1.63 0.016
H 1.33 0.61 -1.74 0.018
H -0.32 -1.71 -1.92 0.020
H -0.96 1.14 2.01 0.190
H 0.22 -0.30 2.15 0.069
O 1.56 1.27 -1.24 0.245
O -0.44 -0.86 -1.96 0.142
O -1.82 -1.40 0.69 -0.036
O 0.83 1.10 0.87 0.096
```



No. 6
# C35H33NO2P2S2Sc

A molecular structure, C35H33NO2P2S2Sc in a non-equilibrium geometry (ωB97M-V with the def2-TZVPD basis set, the OMol25 dataset).

Its LUMO energy is -0.1174 hartree. The value obtained for the energy above the lowest of the compared OMol25 structures with the same formula, charge and spin is 0.0 kcal/mol. The value obtained for the gap between HOMO and LUMO is 7.19 eV. Its net charge is +1.

```
76
Properties=species:S:1:pos:R:3:lowdin_charge:R:1
Sc -1.79 -0.64 0.83 0.626
C 5.34 3.38 -0.90 -0.406
S 3.70 3.83 -1.52 0.816
C 3.43 2.48 -2.70 -0.479
C 2.78 1.24 -2.09 -0.238
C 1.39 1.55 -1.56 -0.279
N 0.77 0.37 -0.90 -0.436
P 0.70 0.32 0.80 0.966
C 2.37 0.67 1.39 -0.348
C 2.81 1.97 1.62 -0.083
C 4.12 2.19 2.00 -0.078
C 4.99 1.11 2.15 -0.062
C 4.55 -0.18 1.93 -0.061
C 3.24 -0.41 1.55 -0.088
C -0.35 1.71 1.36 -0.423
C -0.52 1.84 2.75 -0.091
C -1.49 2.69 3.25 -0.042
C -2.31 3.41 2.38 -0.043
C -2.14 3.29 1.01 -0.045
C -1.16 2.44 0.50 -0.111
P -0.66 -0.30 -1.65 1.002
C -0.22 -0.41 -3.40 -0.363
C -0.85 0.45 -4.30 -0.095
C -0.51 0.42 -5.64 -0.062
C 0.45 -0.47 -6.09 -0.055
C 1.08 -1.34 -5.19 -0.059
C 0.74 -1.31 -3.85 -0.080
C -0.64 -2.05 -1.09 -0.477
C 0.44 -2.71 -0.50 -0.117
C 0.33 -4.05 -0.14 -0.050
C -0.85 -4.74 -0.39 -0.054
C -1.92 -4.11 -1.00 -0.064
C -1.82 -2.76 -1.33 -0.132
H 5.63 4.15 -0.20 0.035
H 6.06 3.36 -1.72 0.040
H 5.32 2.42 -0.39 0.016
H 4.41 2.21 -3.12 0.080
H 2.83 2.88 -3.51 0.077
H 3.39 0.86 -1.27 0.104
H 2.71 0.46 -2.85 0.106
H 0.75 1.89 -2.38 0.111
H 1.45 2.38 -0.85 0.076
H 2.13 2.81 1.50 0.112
H 4.47 3.20 2.18 0.116
H 6.02 1.29 2.45 0.116
H 5.23 -1.02 2.06 0.112
H 2.89 -1.42 1.40 0.099
H 0.10 1.27 3.43 0.121
H -1.62 2.78 4.32 0.120
H -3.08 4.05 2.77 0.121
H -2.77 3.85 0.34 0.121
H -1.04 2.36 -0.57 0.086
H -1.61 1.13 -3.95 0.107
H -1.01 1.08 -6.34 0.113
H 0.72 -0.50 -7.14 0.114
H 1.83 -2.03 -5.55 0.113
H 1.23 -1.98 -3.16 0.111
H 1.37 -2.19 -0.35 0.085
H 1.17 -4.55 0.32 0.119
H -0.93 -5.78 -0.10 0.120
H -2.83 -4.65 -1.20 0.122
H -2.66 -2.28 -1.83 0.120
O -4.98 1.05 2.53 0.126
C -4.35 0.06 2.30 -0.491
O -3.32 0.08 1.42 -0.180
C -4.64 -1.27 2.92 -0.144
C -5.88 -1.35 3.56 -0.012
C -6.29 -2.50 4.20 -0.063
C -5.45 -3.60 4.21 -0.065
C -4.22 -3.54 3.59 -0.129
C -3.78 -2.39 2.94 -0.542
S -2.15 -2.53 2.24 0.681
H -6.50 -0.47 3.55 0.123
H -7.26 -2.54 4.68 0.109
H -5.76 -4.52 4.70 0.111
H -3.56 -4.40 3.61 0.095
```



No. 7
# C3H8OSSi

C3H8OSSi in the gas phase in a non-equilibrium geometry (ωB97M-V with the def2-TZVPD basis set, the OMol25 dataset).

Its LUMO energy is -0.0054 hartree. The value obtained for the energy above the lowest of the compared OMol25 structures with the same formula, charge and spin is 65.7 kcal/mol. The value obtained for the gap between HOMO and LUMO is 8.87 eV.

```
14
Properties=species:S:1:pos:R:3:lowdin_charge:R:1
C 1.89 0.11 0.19 -0.552
C -0.60 -1.63 0.04 -0.217
C -0.65 1.54 -0.19 -0.261
O 4.51 0.23 0.72 -0.479
Si 0.20 -0.06 -0.71 0.464
S 3.31 0.05 -0.49 0.849
H 4.41 -0.46 1.44 0.064
H -1.62 -1.66 -0.26 0.017
H -0.27 -2.55 -0.43 0.027
H -0.38 -1.69 1.03 -0.022
H -0.14 2.43 -0.84 0.083
H -1.68 1.52 -0.36 -0.025
H -0.42 1.80 0.91 0.056
H 0.00 -0.24 -2.29 -0.003
```



No. 8
# C2H6N4

C2H6N4 in the gas phase in a non-equilibrium geometry (ωB97M-V with the def2-TZVPD basis set, the OMol25 dataset).

Its LUMO energy is 0.0219 hartree. The value obtained for the energy above the lowest of the compared OMol25 structures with the same formula, charge and spin is 118.7 kcal/mol. The value obtained for the gap between HOMO and LUMO is 9.70 eV. As for the SMILES: [H]/N=C/N(N)/C=N/[H].

```
12
Properties=species:S:1:pos:R:3:lowdin_charge:R:1
C 0.09 0.83 1.11 -0.263
C -0.24 0.40 -1.11 -0.351
H -0.60 -1.81 -0.52 0.191
H 0.67 -1.59 0.99 0.074
H 0.12 1.96 0.64 0.163
H 0.50 1.37 2.81 0.059
H -0.89 1.41 -0.99 0.149
H -0.81 0.34 -2.95 -0.066
N 0.49 -1.51 -0.06 0.084
N -0.14 -0.12 0.07 -0.219
N 0.32 0.47 2.31 0.080
N -0.40 -0.14 -2.32 0.097
```



Q: The highest LUMO belongs to which entry?
A: C10H20O5



Q: The highest gap between HOMO and LUMO belongs to which entry?
A: C10H20O5



Q: Which value of gap between HOMO and LUMO does entry 8 give?
A: 9.70 eV